A 4-piece molecular cluster, C4H6S4 overall in a non-equilibrium geometry, computed with the ωB97M-V functional and the def2-TZVPD basis.

Properties
- Energy relative to the best compared isomer or geometry (same formula, charge and spin): 615.4 kJ/mol
- HOMO level: -8.797 eV
- Frontier orbital gap: 7.57 eV
- E_LUMO: -1.23 eV
- Max |F|: 5.3 eV/A

```
14
Properties=species:S:1:pos:R:3:mulliken_charge:R:1
H 0.3343 2.5271 -0.1826 0.21
C -1.1506 -0.0722 0.7670 0.06
H 0.8034 -1.0013 1.8321 0.16
C -0.2070 0.2872 -0.3066 -0.79
S -2.7817 0.4374 0.6005 -0.12
H -1.7836 -1.2946 -1.2863 0.21
S -0.7407 -2.1401 -1.6739 -0.12
H -0.7920 0.9223 -1.0593 0.49
C 0.9966 1.2564 0.2223 -0.57
H 0.9340 0.9398 1.7237 0.19
H 2.3584 1.1079 -0.3454 0.28
S 2.1332 -0.9802 -1.3743 -0.27
S -0.4911 -1.0108 2.1343 -0.12
C 0.3868 -0.9789 -1.0516 0.39
```


C25H29MgO5P2 as an isolated structure in a non-equilibrium geometry, computed with the ωB97M-V functional and the def2-TZVPD basis.

Properties
- Energy relative to the best compared isomer or geometry (same formula, charge and spin): 129.6 kJ/mol
- Charge: -1
- HOMO level (spin up / spin down): -1.424 / -2.874 eV
- Frontier orbital gap (spin up / spin down): 4.07 / 5.52 eV
- E_LUMO (spin up / spin down): 2.65 / 2.65 eV
- Max |F|: 2.1 eV/A

```
62
Properties=species:S:1:pos:R:3:mulliken_charge:R:1
C 1.9054 0.1176 -1.7123 -0.93
H -0.0430 2.0223 -3.6799 0.26
H 0.4177 -3.4303 0.0799 0.40
C 1.6777 -1.5814 -3.4347 -1.20
H 3.7225 -0.8034 1.0818 0.29
C -5.2083 -2.3795 -0.3482 -0.44
C 1.8153 2.6921 3.1159 -0.30
H 1.3391 -3.4509 4.2635 0.33
O 1.3173 4.4020 -0.2403 -0.40
H 2.5585 -1.1253 -3.8732 0.40
C 0.4072 -2.9375 1.0436 -0.40
C -0.1054 -1.0262 2.4015 0.06
C 0.0599 -3.3544 -3.3041 -0.74
H -1.3212 4.8703 1.4160 0.28
H 1.6828 -3.2701 -4.7356 0.35
O 0.2612 3.1342 -2.0160 -0.33
H 2.7555 3.3694 -1.3635 0.25
C 3.5787 -0.2755 2.0276 -1.01
H -2.8213 4.7284 0.4714 0.25
Mg 1.3607 0.8038 0.2399 1.65
H -1.5430 2.5823 -2.8881 0.30
H -1.4113 -3.1809 -1.7932 0.39
C 2.8681 1.0369 1.7951 -0.29
H 1.2673 2.8134 4.0528 0.27
C 0.9412 -3.5725 2.1552 -0.64
C -0.5355 2.1891 -2.7252 -0.47
O 2.5993 0.9798 -2.3025 -0.65
H -0.5983 1.2385 -2.1962 -0.03
C -3.4031 -1.1344 -1.3299 -0.13
P -0.8558 -0.7342 -0.2833 0.68
C -1.8004 5.1180 0.4647 -0.68
O -1.0850 4.5989 -0.6428 -0.27
H -0.3391 -4.2906 -3.6759 0.38
H 3.0055 3.3199 0.3885 0.15
H 1.1549 2.9618 2.2811 -0.03
H -3.0146 -0.5076 -2.1262 0.37
H -5.3685 -1.2630 -2.1733 0.38
H 3.2831 4.8404 -0.5037 0.27
H -0.5173 -0.0249 2.4940 0.37
C 0.4131 -1.6653 3.5151 -0.69
C 2.6664 3.9446 -0.4399 -0.37
C -0.1358 -1.6574 1.1556 -0.14
C 1.0898 -0.8890 -2.3316 0.95
H -1.8355 6.2036 0.3685 0.24
H -6.2384 -2.7138 -0.3666 0.36
H -2.4070 -2.6278 1.5335 0.30
H 4.5765 -0.0860 2.4522 0.36
C -0.0748 -1.4904 -1.7330 0.73
P 0.0483 3.4163 -0.4491 0.21
C -4.3688 -2.7545 0.6893 -0.73
H 0.4157 -1.1686 4.4772 0.34
C -3.0499 -2.3206 0.7187 -0.33
H 1.3672 -4.5641 2.0583 0.38
H 3.0352 -0.9213 2.7270 0.14
C -4.7180 -1.5626 -1.3601 -0.64
C 0.9301 -2.9492 3.3953 -0.47
C -2.5375 -1.5245 -0.3039 -0.24
H -4.7420 -3.3982 1.4773 0.39
C -0.5439 -2.7134 -2.2433 -0.33
H 2.6667 3.3815 3.1067 0.24
C 1.1983 -2.7742 -3.9005 -0.57
O 2.2365 1.3583 3.0290 -0.26
```


A 9-piece molecular cluster, C56H140F12N7O7P2 overall in a non-equilibrium geometry, computed with the ωB97M-V functional and the def2-TZVPD basis.

Properties
- Energy relative to the best compared isomer or geometry (same formula, charge and spin): 146.4 kJ/mol
- Charge: +5
- HOMO level: -18.204 eV
- Frontier orbital gap: 9.13 eV
- E_LUMO: -9.07 eV
- Max |F|: 5.6 eV/A

```
224
Properties=species:S:1:pos:R:3:mulliken_charge:R:1
H -0.0134 -2.9691 3.1479 0.39
C -3.4999 3.4236 -2.0937 -0.73
C -0.6613 0.3702 -5.4121 -0.94
H -4.9012 -0.3585 -2.3404 0.42
H 5.1614 2.5039 -0.1125 0.36
H 6.7536 2.4416 1.6573 0.53
O -5.3138 0.4394 -0.4635 -0.30
H 1.6325 8.9287 3.7375 0.38
H -5.1637 -1.9898 3.6132 0.44
H 1.4520 8.9396 -2.7218 0.46
H 0.6596 5.8111 -3.2840 0.35
H 3.2305 -1.3637 -6.2935 0.31
H 5.9329 4.2192 0.9709 0.58
C 6.7269 0.3382 5.5486 -0.74
H -0.3413 6.5020 1.4115 0.24
H 7.7174 -7.0817 -0.7598 0.30
H -5.3105 2.4738 -1.7894 0.16
F -1.7309 5.0422 3.1380 -0.38
H -6.4511 2.1405 0.5265 0.25
C 3.9566 -3.8609 2.1001 -1.22
H 3.1840 5.3004 3.3559 0.03
C -5.5852 -0.5128 -1.5052 -0.85
H -1.0647 -1.2695 -4.0440 0.14
H 2.6083 9.7090 2.5864 0.36
H 4.0555 -1.9879 -2.5948 0.68
H -0.3814 -1.7016 -7.5058 0.41
H -0.5820 -0.0441 -7.9197 0.35
H -2.6748 2.7963 -1.7572 -0.12
H -3.0146 4.5860 0.3485 0.18
H -4.3192 4.7291 1.6830 0.52
H -7.1113 4.2496 -0.4460 0.39
H -5.3629 -8.1761 1.1781 0.35
C -2.5858 -2.7740 -0.9547 -0.21
H 1.4409 -5.0565 0.4405 0.29
H 2.4385 -0.3671 4.2855 0.66
C -5.3918 -7.9677 -1.4568 -1.19
H -4.2937 -7.5264 2.3224 0.40
C 6.3910 2.4758 2.6826 -0.55
H -2.9552 -4.9848 -2.5409 0.36
O 5.6861 -6.5377 -1.0346 -0.32
F -1.9059 2.5745 5.1901 -0.30
H 5.0693 -5.4008 -2.6819 0.38
H -2.2870 -1.9457 6.1801 0.46
C -5.9892 3.0714 0.8539 -0.22
H -5.0788 -5.8215 0.4853 0.36
H -5.1345 -5.9908 -2.8834 0.45
H -3.9721 1.9425 1.6604 0.38
H 1.4645 -4.1090 -1.0645 0.58
H -3.6428 3.3917 -3.1739 0.43
O -2.0499 -1.5524 -5.8045 -0.33
H 1.7599 1.4666 -4.0686 0.23
F 1.1802 1.9159 0.2440 -0.73
H -2.2677 -6.5732 -1.3520 0.50
H 1.9356 -3.2903 0.3733 0.42
N 0.6972 6.4313 -0.4213 1.35
H 2.3000 6.7230 -1.8463 0.51
H -3.5450 0.7129 4.1735 0.42
N -4.3885 -6.8422 -1.1441 0.29
C 2.3070 1.2556 -4.9838 -1.00
H 7.5086 -6.1558 -2.2240 0.35
H 3.1786 2.9917 1.6446 -0.06
C 2.3662 8.7090 2.9539 -0.96
H -5.7048 -1.4915 -1.0414 0.09
C -6.9442 4.1967 0.6342 -1.23
F -1.4496 2.7919 2.7204 -0.55
H 4.5165 -2.9728 1.8098 0.35
H -1.5550 -3.0856 -1.1462 0.45
H 1.0350 -0.7543 -8.1364 0.45
H 5.8987 5.0990 2.5276 0.47
N 5.0508 3.2207 2.6333 0.12
H -0.5024 4.7513 -0.7682 -0.04
H -3.9591 -1.7047 -4.8709 0.27
C 4.0584 -4.9671 1.0410 -0.25
H 3.1922 8.2635 3.5045 0.27
H -6.5664 -0.1365 -1.7989 0.37
C 1.1715 -1.4389 -5.4414 -0.37
H 3.7552 -5.9794 1.3025 0.54
H 2.5955 -5.7257 -1.9639 0.42
C 1.3980 -0.4857 3.9889 -0.72
H 1.0345 9.1578 0.6097 0.47
H 2.3326 0.5550 -7.0417 0.52
H 5.1961 1.0214 0.7591 0.36
C -4.0660 4.6253 0.6321 -1.13
H -5.7616 -5.3282 -1.4185 0.54
H 7.4310 0.6649 3.2115 0.63
C -0.7851 -3.5805 6.2452 -1.57
H 0.1718 8.8609 -1.4904 0.31
H -2.4628 -2.2972 0.0220 -0.31
H 3.7641 1.5692 -0.1671 -0.13
H -1.2147 6.1902 -1.5557 0.55
H -2.6838 -8.2010 -1.0108 0.51
H 1.4561 -1.2538 -4.4051 0.07
H -0.0928 -4.1173 5.5922 0.34
H 6.9249 -7.7507 -2.1064 0.35
H 4.4146 5.0245 1.6018 0.19
H -5.4233 4.2123 -1.6100 0.77
H -4.2120 -3.7189 -2.8590 0.35
H -1.2178 0.3044 3.5839 -0.07
H -0.1013 -3.2207 7.0152 0.42
H -0.9560 7.6270 0.1402 0.57
H 2.8358 -2.8803 -5.5863 0.36
C 4.4962 3.6281 4.0454 0.01
F -0.2060 3.7582 4.4930 -0.34
H 4.2771 2.6767 4.5224 0.21
H -2.3739 -0.0790 -4.2742 0.58
H 3.2160 -3.6031 -2.9097 0.21
H -4.8863 -8.8942 -1.1932 0.47
H 3.1156 0.5292 -4.9059 0.29
H 1.9857 4.6260 -0.2962 0.57
F 1.2543 -0.4194 0.4922 -0.43
C -4.8279 -5.5684 -1.9269 -1.24
C -4.2697 -6.5362 0.3424 -0.18
H -3.6753 -2.6553 -6.3302 0.39
N 0.5452 -0.2156 -6.1600 0.34
H -3.3807 0.9339 -1.1488 0.04
O 1.8498 7.8440 1.9809 -0.06
H 2.2782 3.8949 3.5720 0.20
N -4.6308 3.2872 0.1652 0.82
H 1.0582 0.5198 3.7291 0.12
H 1.2708 -0.9937 3.0334 -0.03
C 1.6145 0.8969 -6.2981 -0.70
C 5.3281 4.4836 1.8322 -0.91
C -4.8205 3.3441 -1.3552 -0.63
H -3.1536 -6.9020 -3.8242 0.27
P -1.7789 3.6798 4.0025 1.60
H -1.9725 -8.0872 -3.3302 0.45
H 2.3359 5.8041 0.8638 0.47
O 6.1079 1.2651 4.6593 -0.27
H -1.5204 0.4131 5.2347 0.54
H -3.6679 -8.5290 -3.2013 0.33
H 0.2549 -0.5228 5.9075 0.46
H 0.9980 -2.0618 5.4493 0.46
H 5.3633 4.1958 4.3731 0.54
F -0.6551 0.8613 0.7478 -0.46
C 0.7998 8.2726 -2.1598 -1.27
C 0.3376 5.0652 -2.5582 -1.48
C -3.8270 -4.4525 -2.1507 -0.26
H -0.3982 1.0756 -4.6254 0.29
H 0.1627 7.8097 -2.9113 0.26
H 1.1192 1.7383 -6.7842 0.56
H -3.3319 -6.0490 0.6052 0.20
C 0.7459 8.3470 1.2838 -1.39
H -5.7919 2.8305 1.9000 0.36
C -4.3574 -7.7601 1.2611 -1.20
C -1.6157 -2.5083 5.5343 -0.04
C 1.4913 5.3662 0.3302 -1.68
H -4.4334 5.3997 -0.0399 0.31
C -0.2887 5.6799 -1.3017 -0.20
H 5.2055 -3.8006 -1.1797 0.41
C -1.5982 -0.6597 -4.7768 -0.16
H -2.8908 -3.1242 -4.7913 0.19
H 3.6708 1.5283 2.5324 0.42
H -1.1246 0.8764 -6.2581 0.38
C -3.9389 0.7351 -0.2298 0.22
F -0.1569 -0.6411 -1.2969 -0.60
H -0.6392 -1.4556 2.4100 0.22
H 2.6283 -2.2865 -1.8694 -0.16
C -2.9680 -7.7009 -3.1095 -1.16
O -3.4549 -0.9659 2.9274 0.36
N -0.8803 -1.5917 4.5334 0.65
H -2.3084 -3.0514 4.8896 0.28
H 0.8793 4.9592 1.1325 0.26
H 2.8180 2.1685 -5.3004 0.44
C 4.2038 -3.4388 -0.9493 -0.85
C 0.5386 -1.1525 5.0667 -0.72
N 3.4413 -4.6049 -0.3231 0.89
C 1.9535 -4.2685 -0.1054 -1.60
P 0.4467 0.6335 -0.4571 2.22
F 1.7301 0.5579 -1.4800 -0.54
H 5.7494 0.3177 2.8436 0.05
C -3.7587 2.0417 0.5980 -0.36
H -2.7214 2.3666 0.5276 -0.38
C -2.9875 -7.3487 -1.6165 -0.68
H 6.0703 -0.5361 5.5993 0.26
H 2.3079 7.8197 -0.5851 0.61
H 3.2064 -6.6595 -0.5471 0.48
H 4.3627 -4.1751 3.0597 0.52
C 6.9928 -6.8228 -1.5294 -0.87
H -2.8745 -1.9028 -1.5481 0.05
H -7.9669 4.0043 0.9585 0.43
F -2.4159 4.7276 5.1703 -0.42
H 5.1446 -5.0755 1.0127 0.24
O -3.5104 -3.8283 -0.9051 -0.08
C 4.0158 2.3435 1.9014 0.14
C -0.0777 7.2187 0.6353 -0.34
C 1.6075 7.3259 -1.2568 -0.79
H -3.0691 4.4266 -1.9978 0.24
H -4.8660 -2.0727 1.8383 0.07
H -5.6292 -8.0508 -2.5161 0.45
H 4.4082 -2.6392 -0.2394 0.34
F -3.3364 3.4844 3.5623 -0.40
H 0.0419 8.8467 1.9575 0.58
C 2.3969 -2.0471 -6.1378 -1.35
C 3.3916 -5.8331 -1.2317 -0.54
F -0.2159 1.6605 -1.5537 -0.51
C -3.2142 -2.2876 -5.4157 -0.68
H 0.4083 -2.2148 -5.4062 0.60
C -3.1612 -0.3100 4.1315 -1.01
H 6.7023 0.7713 6.5457 0.28
H -6.7157 5.2229 0.9178 0.31
H -3.6717 -0.8220 4.9543 0.47
H 2.9083 -3.5759 2.1993 0.02
C -0.8125 -2.2307 3.1550 -1.36
H -1.8167 -2.5937 2.9506 0.66
H -3.4147 -0.0778 0.2767 0.06
H 1.1974 4.4474 -2.2956 0.21
H 7.6871 0.0442 5.1260 0.31
C 3.5144 -2.8432 -2.1902 -0.63
H -5.4374 -0.6162 2.5865 0.27
C -4.7684 -1.4688 2.7387 -0.95
C 4.5483 1.8690 0.5281 -1.19
H -0.3002 4.3777 -3.1137 0.38
H 7.0441 3.0944 3.2962 0.50
H -6.3539 -7.8497 -0.9619 0.36
C 3.1611 4.3908 3.9689 -1.16
C -1.6702 -0.2678 4.3965 -0.63
H 2.0792 -2.5504 -7.0514 0.39
H -1.4327 -4.3293 6.6981 0.41
C 6.4175 1.0675 3.2743 -0.63
H 3.0429 4.9467 4.9002 0.55
C 4.7203 -6.1524 -1.9647 -0.91
C 0.1428 -0.7505 -7.5152 -0.97
H -3.6338 -8.5243 0.9817 0.31
H 4.4669 -6.9036 -2.7235 0.58
```


ClIO2V as an isolated structure in a non-equilibrium geometry, computed with the ωB97M-V functional and the def2-TZVPD basis.

Properties
- Energy relative to the best compared isomer or geometry (same formula, charge and spin): 0.0 kJ/mol
- Charge: -1
- HOMO level: -5.211 eV
- Frontier orbital gap: 7.60 eV
- E_LUMO: 2.39 eV
- Max |F|: 3.5 eV/A

```
5
Properties=species:S:1:pos:R:3:mulliken_charge:R:1
V 0.2792 0.1022 -0.3169 1.12
O 1.8648 -0.1939 -0.3199 -0.64
I -0.0037 -1.0121 2.2229 -0.31
Cl -2.3709 -0.4621 -0.8875 -0.61
O 0.2306 1.5659 -0.6986 -0.56
```


A single C3H3ClO2 molecule in a non-equilibrium geometry, computed with the ωB97M-V functional and the def2-TZVPD basis.

Properties
- Energy relative to the best compared isomer or geometry (same formula, charge and spin): 521.1 kJ/mol
- HOMO level (spin up / spin down): -8.900 / -8.276 eV
- Frontier orbital gap (spin up / spin down): 9.02 / 8.05 eV
- E_LUMO (spin up / spin down): 0.12 / -0.23 eV
- Max |F|: 3.4 eV/A

```
9
Properties=species:S:1:pos:R:3:mulliken_charge:R:1
O 1.1120 -0.4048 -1.1358 -0.28
C -0.8223 1.0973 0.5239 -0.13
H 1.9058 -1.1217 0.6636 0.24
O -1.2377 0.0095 -0.1016 -0.31
H -0.3754 -1.8980 -0.7390 0.39
C 1.1149 -0.4687 0.2282 -0.46
Cl -0.2740 2.4720 -0.4473 -0.14
C -0.0962 -0.8930 -0.4760 0.34
H -1.3271 1.2074 1.4841 0.35
```


C41H35AuClOPSi as an isolated structure in a non-equilibrium geometry, computed with the ωB97M-V functional and the def2-TZVPD basis.

Properties
- HOMO level (spin up / spin down): -7.147 / -8.105 eV
- Frontier orbital gap (spin up / spin down): 7.67 / 6.14 eV
- E_LUMO (spin up / spin down): 0.53 / -1.97 eV
- Max |F|: 9.8 eV/A
- Multiplicity: 3

```
81
Properties=species:S:1:pos:R:3:mulliken_charge:R:1
C 1.3423 -2.6034 1.0767 -1.24
C 0.0500 2.5525 3.5971 0.31
C -1.9827 -0.2490 -5.2260 0.00
C -2.2914 -0.9986 4.3141 -0.11
C -4.1599 1.0363 4.7030 -0.72
C -3.2108 -2.4980 -4.1606 -0.65
C 3.4462 -0.1182 5.0293 -0.70
H 3.0933 -1.1478 -3.2938 0.47
C 2.4372 0.3627 4.1901 -0.43
C 0.9348 3.6946 -5.3177 -0.46
P 0.3166 -0.5393 -3.5453 0.78
H -0.2532 -0.8388 5.9075 0.47
C 0.0789 2.2196 -3.6235 -0.26
H -4.8188 -2.0793 -5.5203 0.38
C 0.4392 -2.0893 2.0414 0.17
C 1.7802 -1.1095 6.4736 -0.72
H 3.9002 -1.2340 6.8165 0.38
C 2.7587 -1.6867 -4.1720 -0.43
C -3.2309 -0.6452 -5.6861 -0.68
C 0.6032 -2.9724 -0.0758 -0.42
C -1.3381 -0.9710 -4.2241 -0.19
C 3.6601 -2.4497 -4.8972 -0.57
H -0.3527 2.3158 5.7187 0.40
C -0.0744 3.0017 4.9262 -0.13
C 0.6696 4.7949 2.9298 -0.50
C 1.0874 0.1099 4.4825 0.44
C 1.3032 1.3214 -5.4840 0.01
C -0.7922 -2.7768 0.2123 -1.01
H -0.0308 -2.2638 -5.9979 0.36
H 1.0117 -3.3429 -1.0000 0.53
H -1.4864 -2.6557 -2.9003 0.34
C -1.9494 0.3223 3.9727 0.93
H -4.8838 1.8252 4.8599 0.41
C -0.8924 -2.2325 1.5225 -0.12
H -1.5071 0.6247 -5.6486 0.36
H 1.5623 -3.6426 -7.2672 0.41
Si -0.2422 0.7443 3.3059 -0.95
Au 0.2003 -0.8873 0.2670 0.08
H -3.6871 -3.3738 -3.7399 0.41
O 0.0078 0.1627 1.7691 0.69
H 3.9335 -3.7623 -6.5740 0.38
C 0.2342 3.4984 -4.1346 -0.61
C 1.0019 -2.3157 -5.6833 0.06
C 0.5448 5.2308 4.2555 -0.46
C -1.9715 -2.0944 -3.6897 -0.17
H -3.8018 -2.3194 5.0954 0.41
C 1.4210 -1.6022 -4.5626 -0.25
C 1.4712 2.6042 -5.9871 -0.68
H 0.7420 6.2634 4.5149 0.37
C 0.7682 -0.6268 5.6390 0.12
C 3.2329 -3.1581 -6.0127 -0.45
C 3.1184 -0.8571 6.1692 -0.43
H 0.7031 -1.6714 2.9974 0.54
H 2.0195 2.7502 -6.9086 0.40
H -5.4635 -0.5144 5.4358 0.39
H 1.7172 0.4769 -6.0163 0.32
C 1.9023 -3.0917 -6.4000 -0.65
H 1.5257 -1.6823 7.3569 0.42
C -3.8464 -1.7713 -5.1589 -0.48
H 0.9658 5.4977 2.1640 0.40
H 2.7075 0.9276 3.3053 0.40
H 0.5340 3.1224 1.5732 0.37
C -2.8976 1.3389 4.1798 -0.40
H -1.5793 -1.8034 4.1995 0.72
C 0.6027 1.1151 -4.2976 -0.17
H -3.7212 -0.0734 -6.4632 0.41
H -0.1816 4.3444 -3.6033 0.41
H 1.0657 4.6935 -5.7126 0.38
H 0.0779 4.6602 6.2816 0.39
C -3.5529 -1.2983 4.8348 -1.07
Cl 2.0490 0.3741 -0.1655 -0.60
H -2.6688 2.3677 3.9389 0.43
H -1.6057 -2.9685 -0.4650 0.50
H 2.4154 -2.5595 1.1419 0.46
C 0.4224 3.4538 2.5965 -0.35
C -4.4880 -0.2815 5.0282 -0.54
H 4.6947 -2.5011 -4.5846 0.41
H 4.4848 0.0772 4.7961 0.42
H -1.7959 -1.9291 2.0212 0.58
C 0.1709 4.3331 5.2527 -0.78
H -0.4554 2.0727 -2.6926 0.37
```


An isolated ion of composition C4H11N2 and charge +1 in a non-equilibrium geometry, computed with the ωB97M-V functional and the def2-TZVPD basis.

Properties
- Energy relative to the best compared isomer or geometry (same formula, charge and spin): 122.5 kJ/mol
- Charge: +1
- HOMO level: -14.390 eV
- SMILES: CC(N)=[N+](C)C
- Frontier orbital gap: 11.04 eV
- E_LUMO: -3.35 eV
- Max |F|: 5.7 eV/A

```
17
Properties=species:S:1:pos:R:3:mulliken_charge:R:1
H 2.3299 0.9358 1.0216 0.39
C 0.8535 -0.0769 0.0773 0.99
H 0.8965 2.0016 0.5010 0.36
C -1.3495 1.1347 -0.1675 -1.30
H 2.4710 -1.2663 -0.0107 0.24
N 1.4736 -1.2362 0.0535 -0.37
C -1.4198 -1.3183 -0.1442 -1.09
H -0.9271 -2.1685 0.3132 0.42
H -1.6287 1.6395 0.8334 0.29
H -2.2368 0.8121 -0.6590 0.50
H 1.1254 -2.1755 -0.1414 0.18
H -2.3705 -0.9516 0.3874 0.43
C 1.5647 1.1631 0.3138 -1.33
H -0.8844 1.8132 -0.7898 0.53
H -1.5633 -1.7045 -1.1231 0.33
N -0.5417 -0.1431 -0.0317 0.05
H 2.2071 1.5411 -0.4338 0.38
```